{
  "formula": "C8H14S2",
  "method": "wB97M-V/def2-TZVPD",
  "smiles": "S=C1CCCC[C@@H]1S.C=C",
  "energy_ha": -1109.4803,
  "e_above_lowest_ev": 1.5442,
  "gap_ev": 8.484,
  "lumo_energy_ev": -0.150,
  "elements": ["S", "S", "C", "C", "C", "C", "C", "C", "C", "C", "H", "H", "H", "H", "H", "H", "H", "H", "H", "H", "H", "H", "H", "H"],
  "xyz": [[-1.164485, -1.258905, 2.684103], [0.506476, 1.125590, 1.115963], [3.789053, 0.649164, 1.026227], [-2.417697, -0.734676, -1.329397], [-1.437132, 0.391900, -1.696560], [-0.010557, -0.072675, -1.250988], [-1.246363, -1.038703, 0.844567], [-2.607478, -0.604956, 0.191467], [-0.150300, -0.090528, 0.233868], [4.111744, 1.260538, 2.136469], [-2.128229, -1.703124, -1.486415], [3.626911, -0.339462, 1.042761], [0.827332, 0.585652, -1.376159], [0.162170, -1.013114, -1.685567], [-0.869137, -1.994643, 0.341184], [3.648946, 1.075199, 0.143066], [-3.490675, -0.662974, -1.749122], [-1.768641, 1.314572, -1.082776], [4.182707, 0.775780, 3.020423], [4.185353, 2.365166, 2.058829], [-1.581870, 0.620437, -2.703605], [-3.390401, -1.434375, 0.549560], [-0.160384, -0.410909, 2.910228], [-2.798023, 0.369739, 0.439275]],
  "forces_ev_per_angstrom": [[-0.66, -0.18, -0.98], [-0.01, -0.70, -0.50], [0.80, 0.31, 2.84], [-2.99, 3.00, 1.46], [-0.64, 0.21, 1.73], [-1.29, 1.19, 0.89], [2.20, -0.37, -1.33], [0.26, -5.61, 0.42], [-0.97, 0.83, 2.23], [-0.34, 3.24, -2.61], [1.19, -2.38, -0.98], [-0.51, -3.71, 0.04], [0.11, 0.49, -0.95], [0.40, -1.41, -0.50], [-1.11, 0.62, 0.95], [-0.46, 2.21, -3.58], [1.80, 0.34, 0.09], [0.73, -1.27, -1.12], [0.37, -1.28, 2.72], [0.24, -0.78, 0.61], [0.49, 0.51, -1.83], [1.32, 2.26, -0.52], [0.10, 0.23, -0.12], [-1.05, 2.23, 1.03]],
  "mulliken_charge": [-0.212, -0.156, -0.743, -0.688, -0.614, -1.051, -0.109, -0.759, 0.237, -0.336, 0.477, 0.290, 0.340, 0.398, 0.281, 0.288, 0.261, 0.309, 0.299, 0.198, 0.399, 0.340, 0.144, 0.406]
}

{
  "formula": "C8H15Ag2Cl6NiO8P",
  "method": "wB97M-V/def2-TZVPD",
  "energy_ha": -5820.2978,
  "e_above_lowest_ev": 3.0588,
  "multiplicity": 5,
  "gap_ev": [6.993, 6.037],
  "s_squared": 6.03,
  "lumo_energy_ev": [-2.623, -3.351],
  "elements": ["Ag", "Ag", "Ni", "Cl", "Cl", "Cl", "Cl", "Cl", "Cl", "P", "O", "O", "O", "O", "O", "O", "O", "O", "C", "C", "C", "C", "C", "C", "C", "C", "H", "H", "H", "H", "H", "H", "H", "H", "H", "H", "H", "H", "H", "H", "H"],
  "xyz": [[-0.866953, 1.066598, 2.014329], [-2.122413, -1.772564, -1.033851], [-0.664715, -2.094996, 1.851917], [2.715860, 1.623887, 2.669088], [4.938687, -2.014359, 2.539023], [-2.974738, 0.592985, -4.166553], [-5.406770, 2.529190, -3.051415], [3.081365, 3.676445, -0.687341], [5.361237, 2.465731, -2.748440], [-3.362903, -0.015193, 1.030606], [0.534015, 0.214395, 0.554370], [-2.744744, 1.399780, 0.994461], [-4.533320, 0.371105, 1.937891], [-3.732146, -0.767351, -0.307704], [-2.125714, -0.760110, 1.551483], [0.141387, -1.606016, -0.029793], [-0.544212, -0.255123, -1.283673], [-1.854030, -3.500398, 0.628533], [-2.859989, -4.498209, 0.659297], [3.192518, -0.093393, 2.782691], [0.364466, -0.425911, -0.485052], [-4.294640, 1.619899, -2.126944], [4.798549, 1.658264, -1.296586], [-2.924656, 1.647811, -2.769883], [4.575680, -0.284101, 2.235570], [3.292281, 1.972499, -1.073001], [4.896210, 0.588546, -1.481640], [2.865647, 1.416450, -0.238188], [-4.201898, 2.115215, -1.160425], [-2.663631, 2.665081, -3.061654], [-2.921138, -4.982523, 1.633874], [-2.217032, 1.305190, -2.014923], [3.029328, -0.419114, 3.810008], [-4.750254, 0.643006, -1.965113], [2.695940, 1.849423, -1.977071], [2.414438, -0.611392, 2.222008], [5.416499, 2.003428, -0.467668], [4.665872, -0.117139, 1.162213], [-2.642154, -5.346471, 0.010377], [5.309475, 0.351682, 2.730982], [-3.881407, -4.212248, 0.408200]],
  "forces_ev_per_angstrom": [[0.80, 1.04, 0.69], [1.27, -1.43, -0.50], [-2.84, -0.35, -3.24], [-0.04, 0.31, 0.10], [0.33, 0.04, -0.09], [0.56, -0.47, -0.68], [-1.56, 1.20, -1.20], [-0.08, 0.71, 0.37], [0.34, 0.28, -0.53], [-0.65, -0.66, -3.18], [4.70, 4.86, 0.69], [-1.31, 1.14, -0.90], [0.19, -0.58, 0.06], [-1.25, 2.51, 2.93], [1.58, -2.51, 2.32], [1.83, -7.26, 0.22], [-0.25, 3.01, -5.56], [0.79, 0.53, 0.20], [0.27, -0.35, 1.04], [-1.21, 0.28, -0.08], [-5.46, -1.06, 5.35], [0.74, -0.05, 1.27], [-1.44, -0.17, 0.12], [-0.55, -0.09, 1.10], [0.13, -0.42, 0.16], [0.76, -0.02, -0.11], [0.16, 0.00, 0.23], [0.12, -0.15, -0.11], [-0.05, -0.10, 0.11], [-0.05, -0.15, -0.14], [-0.02, 0.12, 0.37], [0.20, -0.23, -0.37], [0.66, 0.20, 0.06], [0.63, -0.04, -0.08], [0.26, -0.49, 0.03], [0.37, -0.14, -0.41], [-0.17, -0.18, 0.02], [-0.29, 0.00, 0.10], [0.54, 0.14, -0.48], [-0.07, -0.23, 0.15], [0.05, 0.77, -0.07]],
  "lowdin_spin": [0.017, 0.140, 1.639, -0.001, 0.000, 0.000, 0.000, 0.000, 0.000, -0.007, 0.157, 0.401, 0.563, 0.043, 0.060, 0.458, 0.282, 0.222, 0.019, -0.001, -0.006, -0.001, 0.000, 0.001, 0.000, 0.000, 0.000, 0.000, -0.001, 0.000, 0.004, 0.001, 0.000, 0.000, 0.000, -0.001, 0.000, 0.000, 0.011, 0.000, -0.001]
}

{
  "formula": "C8H15AgNO8",
  "method": "wB97M-V/def2-TZVPD",
  "energy_ha": -1117.2456,
  "e_above_lowest_ev": 0.0000,
  "multiplicity": 2,
  "gap_ev": [3.455, 3.439],
  "s_squared": 0.76,
  "lumo_energy_ev": [5.031, 5.031],
  "total_charge": -2,
  "elements": ["Ag", "O", "O", "O", "O", "O", "O", "O", "O", "N", "C", "C", "C", "C", "C", "C", "C", "C", "H", "H", "H", "H", "H", "H", "H", "H", "H", "H", "H", "H", "H", "H", "H"],
  "xyz": [[11.761000, 5.101237, 17.275301], [13.229404, 3.462622, 18.404821], [12.072851, 7.092712, 16.111315], [9.420337, 5.248427, 16.724161], [12.055251, 6.728831, 19.006434], [10.454399, 3.388130, 16.388427], [9.914053, 7.052663, 19.711320], [10.733953, 5.159691, 19.476371], [8.435225, 3.422373, 17.389768], [13.606947, 4.790973, 15.938866], [14.529676, 3.423051, 17.832482], [11.245968, 8.193954, 15.838416], [14.244058, 6.090787, 16.206263], [9.282895, 3.945823, 16.541242], [13.372680, 7.202852, 15.576633], [12.533303, 2.217478, 18.294311], [11.028108, 6.430097, 19.681129], [14.423370, 3.638105, 16.322406], [13.080087, 1.511454, 18.938046], [15.031956, 4.254069, 18.339586], [13.525656, 4.793931, 14.926896], [15.079629, 2.531979, 18.158780], [15.444342, 3.688273, 15.903911], [11.523058, 2.353284, 18.671436], [14.006330, 2.707687, 15.932382], [13.299506, 7.118416, 14.482960], [11.456657, 8.641569, 14.857126], [12.488639, 1.884383, 17.257582], [15.235001, 6.140582, 15.718218], [10.196947, 7.908954, 15.896200], [14.385430, 6.281996, 17.269243], [11.419133, 8.970172, 16.594835], [13.852538, 8.155230, 15.842044]],
  "forces_ev_per_angstrom": [[-1.70, -0.58, 0.26], [0.61, -0.84, 0.24], [0.64, 0.75, -0.90], [-1.23, 1.20, -2.80], [1.81, 1.77, 2.17], [0.17, -2.41, -2.60], [1.65, 0.98, 2.65], [0.29, -1.36, 2.38], [-1.03, -1.33, -3.09], [1.64, 0.13, -0.27], [-1.11, 1.30, 0.79], [-0.08, 0.60, 0.34], [-0.21, 0.16, -0.86], [2.17, 2.12, 8.17], [-0.16, -0.44, 1.03], [0.43, 0.24, 0.39], [-3.59, -0.78, -6.34], [0.61, -0.58, 0.06], [-0.10, -0.32, -0.15], [0.15, 0.14, -0.30], [-0.54, -0.48, 0.04], [-0.06, -0.31, -0.53], [0.14, 0.14, 0.03], [-0.04, 0.19, -0.22], [-0.39, 0.29, -0.31], [0.29, -0.05, -0.10], [0.01, -0.19, -0.15], [-0.21, -0.07, 0.03], [0.14, 0.09, 0.06], [0.12, -0.45, 0.05], [-0.31, -0.11, 0.06], [0.02, 0.04, 0.01], [-0.14, 0.17, -0.12]],
  "lowdin_spin": [0.044, -0.002, 0.000, -0.002, 0.123, 0.007, 0.219, 0.626, 0.003, 0.000, 0.000, 0.000, 0.000, -0.001, 0.000, 0.000, -0.016, 0.000, 0.000, 0.000, 0.000, 0.000, 0.000, 0.000, 0.000, 0.000, 0.000, 0.000, 0.000, 0.000, 0.000, 0.000, 0.000]
}

{
  "formula": "C8H15B",
  "method": "wB97M-V/def2-TZVPD",
  "smiles": "B1C=CCC1.C=CCC",
  "energy_ha": -338.5591,
  "e_above_lowest_ev": 1.5540,
  "gap_ev": 9.997,
  "lumo_energy_ev": 0.554,
  "elements": ["C", "C", "C", "C", "C", "C", "C", "C", "B", "H", "H", "H", "H", "H", "H", "H", "H", "H", "H", "H", "H", "H", "H", "H"],
  "xyz": [[2.268969, -1.088477, -0.638039], [-3.288749, -0.091537, -0.442947], [2.272271, 1.365977, -0.240110], [3.223488, 0.790125, 0.492704], [3.341574, -0.646295, 0.463750], [-2.144612, 0.704274, 0.048782], [-1.130993, -0.236940, 0.857254], [-4.592558, 0.018390, -0.162172], [1.502905, 0.205922, -0.941298], [-1.658204, 1.183118, -0.753959], [-0.135004, 0.374661, 0.801284], [3.246765, -1.164065, 1.388578], [2.172471, 2.431001, -0.381620], [4.359956, -1.080511, 0.013279], [2.751941, -1.602759, -1.540236], [-4.800862, 0.890079, 0.396536], [-2.974778, -0.961676, -0.866663], [-0.913168, -1.124352, 0.237514], [-5.307036, -0.597140, -0.665847], [1.673484, -1.835727, -0.207014], [-2.629049, 1.292202, 0.866857], [3.794206, 1.416474, 1.136950], [0.459378, 0.332611, -1.644151], [-1.492400, -0.575360, 1.780564]],
  "forces_ev_per_angstrom": [[1.88, -0.30, -0.01], [-1.31, 0.27, 1.11], [-0.79, -0.74, -1.37], [0.16, 1.54, 0.73], [1.66, -2.69, -3.57], [-1.22, -1.58, 3.68], [1.78, 1.91, -3.92], [2.14, 0.56, -0.85], [-1.13, 1.23, -1.23], [0.62, 1.01, -0.58], [-1.65, -1.24, 1.12], [-0.32, -0.23, 0.90], [-0.13, 0.13, 0.42], [-1.61, 1.44, 1.22], [-0.58, 0.89, 1.08], [-1.17, 0.75, 0.57], [0.70, -2.43, -2.02], [-0.12, 0.18, 0.20], [-0.48, -0.29, 0.31], [-1.17, -1.24, 0.49], [0.90, 0.82, -1.00], [0.92, 0.18, 0.52], [1.19, -0.22, 0.71], [-0.28, 0.04, 1.47]],
  "mulliken_charge": [-0.643, -0.201, -0.539, -0.246, -0.448, -0.296, -0.904, -0.824, 0.111, 0.282, 0.009, 0.316, 0.403, 0.226, 0.297, 0.289, 0.380, 0.237, 0.285, 0.317, 0.239, 0.379, -0.158, 0.489]
}

{
  "formula": "C8H15BF5N3",
  "method": "wB97M-V/def2-TZVPD",
  "energy_ha": -1002.4399,
  "e_above_lowest_ev": 0.0000,
  "gap_ev": 9.528,
  "lumo_energy_ev": -0.656,
  "elements": ["F", "F", "F", "F", "F", "N", "N", "N", "C", "C", "C", "C", "C", "C", "C", "C", "B", "H", "H", "H", "H", "H", "H", "H", "H", "H", "H", "H", "H", "H", "H", "H"],
  "xyz": [[-1.814321, -2.189643, 4.597935], [-3.505282, -0.996642, 3.582132], [-3.732151, 0.533618, 0.513092], [-1.288716, -0.559138, 3.013167], [-2.308558, -2.561472, 2.355344], [0.957147, -0.334523, -2.670241], [-0.585903, -0.576836, -1.137993], [2.916964, 0.676077, -1.428719], [-1.818493, -0.823377, -0.368607], [1.607526, 0.145184, -1.506544], [0.558820, -0.031748, -0.536533], [-2.379394, 0.600711, 0.148371], [3.716839, 0.121323, -0.314622], [3.270908, 0.578444, 1.129418], [-2.236761, 1.692482, -0.992050], [-0.330061, -0.758178, -2.467518], [-2.230885, -1.578936, 3.394299], [2.931089, 1.694891, -1.459419], [-1.536889, -1.383190, 0.571325], [-1.041410, -1.142751, -3.223992], [-1.203518, 2.141119, -1.012584], [0.612667, 0.219047, 0.547656], [3.817740, -0.994794, -0.379693], [-2.939339, 2.551534, -0.824549], [2.513191, -0.171967, 1.497858], [4.098528, 0.590085, 1.881489], [2.724641, 1.559404, 1.088503], [1.349915, -0.387482, -3.613879], [-1.788228, 0.964388, 1.032409], [-2.614651, -1.334912, -0.957972], [4.765342, 0.514673, -0.461255], [-2.486758, 1.242611, -1.996828]],
  "forces_ev_per_angstrom": [[0.03, 0.29, -0.67], [0.61, -0.12, -0.29], [1.35, -0.49, -0.47], [-0.17, -0.33, -0.28], [0.27, 0.53, 0.06], [-0.38, -0.30, -0.82], [1.64, 0.11, -1.05], [-1.04, -1.20, -0.10], [-0.95, 0.90, 1.89], [-3.60, -0.52, 1.29], [1.51, 0.33, -0.73], [0.51, 1.19, -0.97], [1.71, 0.72, 0.93], [-1.10, -0.92, -0.21], [-0.26, -0.10, 0.00], [0.91, 0.88, 1.94], [-0.49, -0.19, 0.71], [-0.05, -0.37, 0.07], [-0.49, 0.13, -1.13], [0.79, 0.35, 0.71], [-0.94, -0.62, -0.06], [-0.39, -0.43, -1.15], [-0.45, 1.07, -0.12], [0.55, -0.95, 0.05], [0.76, 0.79, -0.10], [-0.63, 0.13, -0.85], [0.81, -0.70, 0.10], [0.12, 0.16, 0.68], [-0.73, -0.76, -0.56], [0.88, 0.32, 0.30], [-1.06, -0.41, -0.07], [0.28, 0.54, 0.92]],
  "mulliken_charge": [-0.365, -0.385, -0.326, -0.393, -0.428, -0.024, 0.233, -0.298, -0.713, -0.147, -0.299, 0.524, -0.301, -0.934, -1.080, -0.125, 0.568, 0.308, 0.311, 0.399, 0.265, 0.357, 0.291, 0.389, 0.255, 0.343, 0.276, 0.253, 0.212, 0.329, 0.289, 0.217]
}

{
  "formula": "C8H15Br",
  "method": "wB97M-V/def2-TZVPD",
  "smiles": "C=CC(=C)C(C)(C)C.Br",
  "energy_ha": -2887.7376,
  "e_above_lowest_ev": 2.0635,
  "gap_ev": 9.391,
  "lumo_energy_ev": 0.582,
  "elements": ["Br", "C", "C", "C", "C", "C", "C", "C", "C", "H", "H", "H", "H", "H", "H", "H", "H", "H", "H", "H", "H", "H", "H", "H"],
  "xyz": [[-4.239529, 0.490960, 0.299647], [-0.472373, 2.723845, -0.201812], [-0.663608, -0.785868, 1.181245], [1.756901, -1.049259, 0.984544], [1.613080, 0.779821, -1.324574], [0.527411, 0.508371, -0.597282], [0.234728, -1.958950, -0.752867], [0.494065, -0.815723, 0.210143], [-0.576252, 1.471547, -0.687193], [-1.642925, -0.643636, 0.560748], [-0.669782, -1.736765, 1.724509], [-4.591818, 1.777980, 0.750527], [-0.032593, -2.772685, -0.205698], [-1.516389, 1.106905, -1.110277], [-1.375952, 3.301031, -0.076822], [2.400630, -0.005047, -1.378518], [-0.536870, -1.641857, -1.526215], [2.088031, -2.088392, 0.953508], [0.546974, 3.057993, -0.114358], [1.001334, -2.283689, -1.385196], [2.579378, -0.425870, 0.569413], [-0.512090, -0.002611, 1.955814], [1.963236, 1.651786, -1.934226], [1.624422, -0.659893, 2.104940]],
  "forces_ev_per_angstrom": [[-0.07, -0.22, -0.09], [-0.29, -1.69, -1.23], [-1.57, 0.36, -0.43], [1.37, 1.64, 2.15], [1.95, -0.72, -0.63], [1.45, 0.58, -1.34], [-1.37, 2.64, -2.23], [-0.70, 0.79, -0.78], [-0.81, 0.46, 1.14], [1.57, -0.24, 1.61], [-0.32, 0.03, -0.14], [-0.06, 0.25, 0.08], [-1.29, -2.51, 1.41], [-0.02, 0.00, 0.59], [0.30, 0.60, -0.30], [-0.42, 0.59, 0.28], [0.32, -0.60, 1.23], [-0.16, 0.02, 0.31], [-0.01, 0.57, 0.99], [1.92, -0.04, -0.69], [-0.41, -0.62, 0.38], [-0.43, -0.21, -0.69], [-1.35, -0.58, 0.63], [0.39, -1.08, -2.26]],
  "mulliken_charge": [-0.201, -0.906, -1.453, -1.497, -1.163, 0.246, -1.933, 2.043, -0.158, -0.081, 0.518, 0.196, 0.568, 0.433, 0.288, 0.264, 0.338, 0.362, 0.308, 0.446, 0.369, 0.422, 0.314, 0.276]
}

Which molar mass belongs to each record? In order, 174.33 757.32 361.07 122.02 259.03 191.11 g mol⁻¹.